[1]
35
Properties=species:S:1:pos:R:3 method="wB97M-V/def2-TZVPD" e_above_lowest_kj_mol=386.1 total_charge=-2 largest_force_ha_per_bohr=0.092 spin_multiplicity=1 orbital_gap_ev=3.515
Cd -12.91988 1.44783 -2.91161
P -10.60763 4.01614 -0.61261
O -11.01517 4.01980 -2.09685
O -14.94022 2.89498 2.67846
O -13.06037 2.13742 -6.75245
O -14.08886 -2.79400 1.93280
O -9.15879 3.89658 -0.21628
O -9.53270 -0.13561 -3.81832
O -15.87835 -4.17375 -6.49288
O -13.23171 -6.48440 -2.42659
O -18.41469 -3.31388 -0.19320
O -15.98813 3.66708 -3.13043
O -11.47125 2.75720 -0.26230
O -10.90475 5.25784 0.23030
B -14.49560 -1.81868 -2.50526
H -9.10370 -0.97914 -3.96200
H -14.64790 3.76604 2.94686
H -15.06415 -1.07892 -1.96326
H -17.75726 -2.79604 -0.65781
H -15.60224 -3.91501 -5.61364
H -13.87313 -3.13412 1.06446
H -8.86702 0.40222 -3.38955
H -14.18161 -1.34295 -3.42140
H -16.34380 3.94146 -3.97566
H -18.00363 -4.16963 -0.07090
H -13.27903 2.91678 -7.26333
H -13.63541 -2.10383 -1.91959
H -14.30286 2.62053 2.01916
H -12.43065 1.66335 -7.29556
H -14.86133 -2.24679 1.79109
H -15.06345 -4.23935 -6.99074
H -13.96277 -7.01276 -2.74693
H -13.56350 -5.58656 -2.43318
H -15.12988 -2.66638 -2.71340
H -16.45997 4.19710 -2.48803


[2]
16
Properties=species:S:1:pos:R:3 method="wB97M-V/def2-TZVPD" e_above_lowest_kj_mol=360.2 smiles="C#CCNC(=C)C" largest_force_ha_per_bohr=0.023 spin_multiplicity=1 orbital_gap_ev=9.450
N 1.25550 -0.40973 -0.79671
C -0.97144 0.03912 -1.36853
C 1.40323 0.78769 0.07257
C 0.11780 1.39777 0.49478
C -0.12731 -0.71003 -0.66238
C -0.49495 -1.58669 0.50165
C -0.79896 1.88389 1.10592
H -1.49399 -1.35052 0.87279
H -2.02860 0.07632 -1.13907
H 1.89907 0.53120 1.01358
H 1.95866 1.55301 -0.46326
H 0.20154 -1.47097 1.34667
H -0.58452 0.72321 -2.11868
H -0.45825 -2.63125 0.18769
H 1.83261 -1.17895 -0.45087
H -1.71041 2.34594 1.40384


[3]
85
Properties=species:S:1:pos:R:3 method="wB97M-V/def2-TZVPD" total_charge=-1 largest_force_ha_per_bohr=0.094 spin_multiplicity=1 orbital_gap_ev=5.952
S 2.31958 -2.82854 -4.26512
S -2.66631 1.13921 5.93009
S 4.09236 -6.66142 1.43438
F 0.11210 10.24813 1.85753
F 2.17846 5.03005 -0.50121
F -0.61937 11.52736 4.35947
F 0.34534 9.87153 5.31127
F -5.19028 -2.84599 -2.19673
F 2.75422 6.51359 2.05487
F -2.82122 -4.47723 -0.26905
F -4.69028 -3.66158 0.28267
F -3.26822 -3.65910 -2.92906
F -3.36109 0.86176 -1.67883
F -3.58522 2.35622 -4.14215
F 2.27115 7.77253 0.35403
F -4.88587 -0.04784 -2.76161
F -1.18716 9.08704 3.07760
F -1.76399 1.28703 -4.13092
F 0.13212 5.79867 -0.20384
O 4.60218 -5.50817 0.68757
O 2.97398 0.79490 3.15945
O 3.67234 -3.44477 -4.20497
O 4.35027 -8.07936 0.61303
O 4.39249 -6.92693 2.83458
O -1.33073 1.66371 6.14253
O 0.75425 7.48458 1.89485
O -3.54727 1.05562 7.03311
O -3.44574 2.00453 4.72751
O 1.48140 -0.27506 2.09529
O 2.05597 -2.40116 -5.87939
O -2.89449 -1.00168 -2.68965
O 1.10486 -3.45107 -3.76086
O 2.31919 -1.03865 3.86086
N 2.25394 -0.16976 3.02045
C 4.87717 -9.40540 -1.22374
C -3.88103 -3.08444 -1.87398
C 2.23182 -6.52153 1.36464
C -3.74187 3.18875 2.76149
C 0.26584 10.54149 4.19968
C 2.43760 -1.13886 -3.61621
C 0.06394 9.58014 3.02301
C -2.70523 2.36638 3.63650
C -2.49589 -0.57751 5.18043
C 1.81096 6.87179 1.17819
C 4.52357 -7.98185 -0.77564
C -3.57668 0.25650 -2.83531
C 1.30819 5.61317 0.38435
C 1.12580 8.44176 2.89867
C -3.06593 -1.81437 -1.49365
C 0.77012 -1.88455 -6.29034
C -3.99126 -4.11831 -0.74674
C -3.09990 1.12499 -4.02487
C 0.69084 -1.82303 -7.81899
H 3.28853 -0.63861 -4.07855
H 1.61373 -7.27136 1.85841
H 1.86232 -6.37843 0.34922
H -2.27262 1.53868 3.07449
H -3.45084 0.63516 -4.93317
H -4.61078 -4.93452 -1.11835
H -3.42671 -1.21311 -0.65913
H 0.72785 -2.85214 -8.17629
H -2.09798 -2.17500 -1.14562
H 1.25323 11.00081 4.15276
H 2.60310 -1.40268 -2.57165
H 2.07653 8.93107 2.68700
H 1.93054 -5.55533 1.76936
H -0.24992 -1.37144 -8.13382
H 1.53076 -1.25756 -8.22256
H -1.81550 -0.56177 4.32901
H -1.90303 3.02591 3.96757
H 4.33596 -10.19767 -0.70654
H -3.54349 -0.85040 5.05332
H 5.94737 -9.60852 -1.26246
H 3.59631 -7.67241 -1.25784
H 1.26455 8.02778 3.89741
H -3.26903 3.61716 1.87776
H 5.32524 -7.27879 -1.00178
H -4.05433 4.09756 3.27581
H 1.44095 -0.70844 -3.71381
H 0.60072 -0.87919 -5.90476
H -4.65207 2.62052 2.56974
H 1.08069 4.84761 1.12615
H -0.03651 -2.48426 -5.86867
H 4.57145 -9.49629 -2.26604
H -2.12400 -1.20801 5.98806


[4]
32
Properties=species:S:1:pos:R:3 method="wB97M-V/def2-TZVPD" e_above_lowest_kj_mol=406.9 total_charge=+1 largest_force_ha_per_bohr=0.074 spin_multiplicity=1 orbital_gap_ev="7.559 / 7.762"
N 0.53739 -3.04417 -2.28554
N 0.27658 -0.75717 -1.94997
N 1.30687 -0.00943 0.80008
N 1.76940 -2.27173 0.72238
N 0.57896 -2.03146 -0.10875
N 3.37572 -0.88693 1.65261
C -2.25195 1.68789 -1.69389
C -0.45916 0.92728 2.07434
C -0.26808 0.12853 -1.05780
C 0.75760 -1.92295 -1.56689
C -0.81160 1.52064 -1.25430
C -0.89369 -0.48956 1.41189
C 1.01771 1.04142 1.78276
C 0.08533 -0.54399 0.32826
C 2.21085 -1.07756 1.04275
H -1.00394 1.75146 1.62134
H -0.00934 1.96760 -1.92804
H -0.70963 -1.23726 2.18037
H 1.31739 2.03944 1.38143
H 3.66905 -0.07821 2.11135
H 3.96471 -1.69157 1.93441
H -0.02619 -2.76880 0.26555
H -0.69093 1.95685 -0.15435
H -1.91436 -0.55502 1.15552
H 1.64766 0.75099 2.61931
H 1.18263 -3.88621 -2.39843
H -0.12185 -2.90446 -2.98617
H -0.81112 0.89079 3.12390
H 0.11791 -0.50693 -2.93123
H -2.87582 1.34498 -0.82387
H -2.40023 1.17081 -2.64894
H -2.32815 2.72128 -1.94134


[5]
7
Properties=species:S:1:pos:R:3 method="wB97M-V/def2-TZVPD" e_above_lowest_kj_mol=214.1 largest_force_ha_per_bohr=0.039 spin_multiplicity=1 orbital_gap_ev="6.478 / 8.891"
Cl -3.29276 0.00890 0.02575
S -0.42852 1.05726 0.12677
O 0.17932 1.59597 1.32413
O -0.30254 1.72408 -1.15870
O 1.64869 -0.87383 -0.23038
O -0.17866 -1.97110 0.34810
N 0.52277 -1.09285 0.02449


[6]
95
Properties=species:S:1:pos:R:3 method="wB97M-V/def2-TZVPD" smiles="C#C[C@H]1CNC(=O)[C@@]1(CCC(C)C)COO.c1cc[nH]c1.c1cc[nH]c1.c1cc[nH]c1.c1cc[nH]c1.c1cc[nH]c1.c1cc[nH]c1" largest_force_ha_per_bohr=0.054 spin_multiplicity=1 orbital_gap_ev=8.233
O -0.01241 -4.64600 -2.58073
O -0.18647 -3.30154 -2.30295
O -1.63193 -1.52055 -0.53927
N -3.25299 -0.20258 -1.64645
N 1.48022 7.18855 -1.72545
N -2.17173 -1.00088 2.42346
N 1.09040 -7.88614 -1.88507
N -3.29693 -4.67724 6.66574
N 2.92604 -4.49118 1.85524
N 3.79908 10.83928 -1.91970
C -2.56478 0.27874 2.70420
C 2.26808 7.61617 -0.68922
C -2.08985 -1.10997 -1.58632
C 2.34564 -7.50998 -1.48584
C -3.62273 -4.51325 7.98566
C -3.35801 -2.49212 7.03680
C 2.24781 -9.75271 -1.58557
C 1.69443 7.19072 0.48191
C -0.72200 1.09483 -3.27264
C 4.10335 11.46902 -0.74252
C -1.68457 -1.41335 -3.10212
C -1.63548 -1.56851 3.54578
C -1.69362 -0.64344 4.55916
C 2.10934 -2.87341 3.13322
C 4.77179 11.10958 -2.84535
C 3.08749 -8.64774 -1.29512
C -0.54153 2.40605 -1.05287
C 1.91041 -3.90580 1.14689
C -3.13859 -3.44983 6.07895
C 0.41484 6.48762 -1.22729
C 0.28742 1.51523 -2.10724
C -4.62791 -3.52875 -2.73151
C 1.10813 0.33587 -1.43382
C -3.16878 -1.37540 -3.71336
C 1.38645 -2.89639 1.91381
C 0.51895 6.47450 0.14058
C -4.11478 -2.58502 -3.32388
C 3.05002 -3.87066 3.06946
C -0.98183 -2.83091 -3.41322
C 5.70157 11.92718 -2.25529
C -3.66466 -3.16694 8.24646
C -0.61526 -0.40266 -3.78184
C 5.27770 12.15482 -0.92119
C -3.93977 -0.16146 -2.97893
C -2.28375 0.52911 4.02545
C 1.02172 -9.25177 -1.94309
H -3.19100 -5.56187 6.19918
H 3.45855 11.37544 0.11733
H 2.13856 0.25072 -1.91661
H -3.89190 -2.71632 9.20060
H -0.47637 1.75964 -4.17066
H 4.11954 -8.68259 -0.98102
H 2.51201 -10.79791 -1.53693
H -3.30499 -1.42523 6.88515
H 0.54367 -5.05116 -1.88676
H -5.06710 -0.23699 -2.91302
H -1.34915 -0.79339 5.57096
H -2.47969 1.45287 4.54857
H 1.05266 2.23366 -2.55756
H 0.14897 3.17027 -0.56789
H 2.07754 7.37273 1.47427
H 6.58909 12.31775 -2.72918
H 3.79570 -4.19074 3.78022
H -0.27774 -2.76325 -4.31283
H -1.72244 -3.64725 -3.66239
H -2.26221 -1.45549 1.52674
H -3.79457 -5.36649 8.62310
H 0.33527 -7.25665 -2.10153
H -3.77676 0.81710 -3.53991
H -3.09165 -1.26325 -4.84545
H 0.56985 -0.65065 -1.35597
H -5.07115 -4.30612 -2.05129
H 4.71687 10.69871 -3.84133
H -2.89287 0.69787 -1.31070
H -2.88371 -3.36487 5.03525
H -1.76105 1.41219 -2.95111
H 2.98754 10.26649 -2.07927
H -3.01071 0.89937 1.94250
H -0.17273 6.00178 0.82118
H 1.95647 -2.20226 3.96468
H 1.32557 0.66009 -0.35840
H 2.60189 -6.46730 -1.37367
H 0.10910 -9.74737 -2.23444
H 0.43336 -0.82948 -3.77618
H 3.16585 8.18570 -0.87510
H 5.77780 12.75364 -0.17544
H -1.26020 -2.58009 3.52738
H 3.49222 -5.25817 1.53384
H -0.32372 6.06108 -1.88802
H -1.32391 3.02815 -1.61037
H 1.65717 7.36159 -2.70044
H 0.57253 -2.24611 1.62995
H 1.65007 -4.25664 0.16061
H -0.91997 -0.38674 -4.88612
H -1.08277 1.78640 -0.27683